114
Properties=species:S:1:pos:R:3:forces:R:3:mulliken_charge:R:1 method="wB97M-V/def2-TZVPD" homo_energy_ha="-0.371 / -0.371" e_tot_ev=-186301.065 s_squared=6.018 charge=+1 multiplicity=5 lumo_ev="-2.21 / -4.64"
Pd 0.4037 -0.3273 -0.2412 0.6 -0.3 0.2 2.518
O -0.8612 1.7143 0.6169 0.1 0.3 -0.1 -0.368
S -1.1019 2.6753 -0.4869 -0.3 -0.3 0.2 0.929
C -2.6500 2.1779 -1.3048 0.0 0.1 -0.1 -0.803
C -3.4690 1.2963 -0.3599 0.0 0.0 0.0 -1.464
C -3.1946 -0.2039 -0.5279 0.0 0.0 0.0 0.825
C -3.6893 -1.0026 0.6818 0.1 -0.1 -0.1 -1.150
S -2.3213 -1.7929 1.6533 0.0 0.3 0.1 0.442
O -1.0713 -0.9681 1.4479 -0.1 -0.2 -0.3 -0.625
C -2.9217 -1.3169 3.2529 -0.1 0.1 0.1 0.182
C -2.5929 -0.0732 3.7731 0.0 0.0 0.0 -0.386
C -3.1634 0.3142 4.9744 0.0 0.0 0.0 -0.633
C -4.0460 -0.5335 5.6354 0.0 0.0 0.0 -0.491
C -4.3499 -1.7802 5.1103 0.0 0.0 0.0 -0.642
C -3.7802 -2.1840 3.9093 0.0 0.0 0.0 -0.354
C -1.4897 4.2346 0.2308 0.1 0.1 0.0 0.436
C -1.6825 5.3249 -0.6104 0.0 0.0 0.0 -0.367
C -1.9962 6.5471 -0.0426 0.0 0.0 0.0 -0.873
C -2.0857 6.6675 1.3402 0.0 0.0 0.0 -0.472
C -1.8575 5.5740 2.1625 0.0 0.0 0.0 -0.723
C -1.5462 4.3383 1.6125 -0.1 0.1 0.0 -0.291
H -2.3535 1.6610 -2.2163 0.1 0.0 0.0 0.326
H -3.1421 3.1161 -1.5584 0.0 0.0 0.0 0.770
H -4.5278 1.4872 -0.5486 0.0 0.0 0.0 0.627
H -3.2729 1.5971 0.6709 -0.1 0.0 0.0 0.411
H -2.1267 -0.3758 -0.6716 0.0 0.1 0.0 -0.695
H -3.6791 -0.5511 -1.4422 0.0 -0.1 0.0 0.574
H -4.3232 -1.8498 0.4161 0.0 0.1 -0.1 0.521
H -4.2478 -0.3630 1.3628 0.0 -0.1 0.1 0.734
H -1.8944 0.5602 3.2401 0.0 0.0 0.0 0.338
H -2.9229 1.2800 5.3988 0.0 0.0 0.0 0.426
H -4.4911 -0.2221 6.5708 0.0 0.0 0.0 0.389
H -5.0251 -2.4417 5.6357 0.0 0.0 0.0 0.409
H -4.0002 -3.1586 3.4903 0.0 0.0 0.0 0.453
H -1.5807 5.2189 -1.6836 0.0 0.0 0.0 0.504
H -2.1638 7.4074 -0.6756 0.0 0.0 0.0 0.418
H -2.3269 7.6262 1.7790 0.0 0.0 0.0 0.406
H -1.9199 5.6809 3.2369 0.0 0.0 0.0 0.431
H -1.3542 3.4711 2.2282 0.0 0.0 0.0 0.422
O -3.1697 -4.6524 0.3629 0.0 0.2 0.0 -0.360
N -2.5221 -4.1821 -0.5086 0.0 -0.3 -0.1 0.429
O -2.0076 -3.1232 -0.6785 -0.1 0.0 0.0 -0.141
C 2.6330 2.5578 1.9203 0.0 0.0 0.1 -0.925
N 3.5150 1.6676 1.1995 -0.2 0.1 -0.2 0.088
C 4.5249 2.2110 0.2862 0.1 0.0 0.0 -0.686
C 4.8211 1.0340 -0.6592 0.0 0.0 0.0 0.007
N 4.1452 -0.0626 0.0333 -0.1 0.0 -0.1 -0.129
C 3.2640 0.3946 0.9257 0.2 0.0 0.3 0.301
S 2.0440 -0.5606 1.6637 -0.3 -0.1 -0.2 -0.422
H 2.0669 3.1643 1.2094 0.0 0.0 0.0 0.232
H 3.2186 3.2067 2.5709 0.0 0.0 0.0 0.383
H 1.9444 1.9663 2.5166 0.0 0.0 0.0 0.255
H 5.4005 2.5324 0.8521 0.0 0.0 0.0 0.376
H 4.1124 3.0672 -0.2477 0.0 0.0 0.0 0.347
H 5.8848 0.8350 -0.7653 0.0 0.0 0.0 0.439
H 4.3721 1.1882 -1.6428 0.0 0.0 0.0 -0.241
H 4.0033 -0.9638 -0.3820 0.0 -0.1 0.0 0.307
C 2.5797 -1.7640 -2.7116 -0.1 0.2 -0.1 -0.994
C 2.9722 -2.7100 -3.8383 0.0 -0.1 0.0 -1.069
As 4.7232 -2.1294 -4.5357 0.1 0.0 0.0 0.251
C 4.9470 -3.4598 -5.9415 0.0 0.0 0.0 0.142
C 5.7776 -3.1331 -7.0124 0.0 0.0 0.0 -0.492
C 6.0084 -4.0432 -8.0309 0.0 0.0 0.0 -0.629
C 5.4180 -5.2998 -7.9877 0.0 0.0 0.0 -0.447
C 4.6036 -5.6389 -6.9197 0.0 0.0 0.0 -0.672
C 4.3734 -4.7252 -5.8972 0.0 0.0 0.0 -0.018
C 3.9864 -0.6865 -5.6223 0.1 0.1 0.0 0.048
C 3.0822 -0.9276 -6.6560 0.0 0.0 0.0 -0.080
C 2.5529 0.1263 -7.3822 0.0 0.0 0.0 -0.732
C 2.9221 1.4335 -7.0825 0.0 0.0 0.0 -0.611
C 3.8198 1.6813 -6.0586 0.0 0.0 0.0 -0.636
C 4.3528 0.6221 -5.3334 0.0 0.0 0.0 -0.133
P 0.9049 -2.0370 -2.0096 0.2 -0.2 0.4 -0.895
C -0.1584 -2.0963 -3.4806 -0.1 0.2 0.0 1.435
C -1.2513 -2.9497 -3.6060 0.0 -0.1 0.0 -0.379
C -2.0671 -2.8901 -4.7274 0.0 0.0 0.0 -0.864
C -1.7990 -1.9769 -5.7356 0.0 0.0 0.0 -0.923
C -0.7036 -1.1311 -5.6259 0.0 0.0 0.0 -1.128
C 0.1065 -1.1824 -4.5052 0.0 0.0 0.0 -0.491
C 1.0692 -3.7351 -1.3738 -0.2 0.0 0.0 1.511
C 1.4602 -3.8865 -0.0443 -0.1 0.0 0.0 -0.539
C 1.6551 -5.1520 0.4913 0.0 0.0 0.0 -0.775
C 1.4541 -6.2775 -0.2934 0.0 0.0 0.0 -0.605
C 1.0663 -6.1354 -1.6189 0.0 0.0 0.0 -0.841
C 0.8750 -4.8726 -2.1589 0.1 0.0 0.0 -0.540
H 2.6385 -0.7168 -3.0298 0.1 0.0 0.1 0.204
H 3.2703 -1.9103 -1.8818 0.0 0.0 0.1 0.572
H 2.2549 -2.6805 -4.6583 0.0 0.0 0.0 0.500
H 3.0397 -3.7382 -3.4806 0.0 0.0 0.1 0.906
H 6.2441 -2.1548 -7.0555 0.0 0.0 0.0 0.374
H 6.6532 -3.7743 -8.8573 0.0 0.0 0.0 0.386
H 5.5994 -6.0127 -8.7808 0.0 0.0 0.0 0.379
H 4.1454 -6.6185 -6.8763 0.0 0.0 0.0 0.395
H 3.7429 -5.0200 -5.0679 0.0 0.0 0.0 0.353
H 2.7974 -1.9453 -6.9007 0.0 0.0 0.0 0.416
H 1.8573 -0.0698 -8.1885 0.0 0.0 0.0 0.489
H 2.5091 2.2562 -7.6513 0.0 0.0 0.0 0.402
H 4.1092 2.6970 -5.8244 0.0 0.0 0.0 0.449
H 5.0575 0.8187 -4.5332 0.0 0.0 0.0 0.387
H -1.4668 -3.6775 -2.8399 0.0 0.0 0.0 0.287
H -2.9115 -3.5614 -4.8111 0.0 0.0 0.0 0.484
H -2.4392 -1.9270 -6.6065 0.0 0.0 0.0 0.440
H -0.4760 -0.4244 -6.4128 0.0 0.0 0.0 0.586
H 0.9375 -0.4925 -4.4283 0.0 0.0 0.0 0.405
H 1.6024 -3.0125 0.5804 0.0 0.0 0.0 0.226
H 1.9548 -5.2559 1.5256 0.0 0.0 0.0 0.485
H 1.5987 -7.2643 0.1255 0.0 0.0 0.0 0.420
H 0.9121 -7.0107 -2.2361 0.0 0.0 0.0 0.467
H 0.5794 -4.7772 -3.1951 0.0 0.0 0.0 0.542
O 2.0148 1.5409 -3.2528 -0.1 0.1 -0.1 -0.241
S 1.0231 1.6788 -2.2248 -0.4 0.2 0.0 -0.176
O 1.5827 1.5157 -0.8492 0.2 -0.2 -0.3 -0.613
O -0.1028 0.7019 -2.3097 -0.1 0.1 -0.1 -0.214
O 0.3789 3.0703 -2.2976 0.2 -0.2 0.1 -0.620